61
Properties=species:S:1:pos:R:3:forces:R:3 method="wB97M-V/def2-TZVPD" smiles="COc1cccc(/C=C2/Sc3ccc(C(=O)NCCN4CCCCCC4)cc3NC2=O)c1" e_above_lowest_kj_mol=138.3
C 6.707 -7.286 -0.605 0.138 0.021 0.157
O 5.782 -7.381 -1.660 -0.233 0.001 -0.208
C 4.741 -6.504 -1.695 -0.136 0.018 -0.163
C 3.841 -6.671 -2.750 0.187 -0.066 0.143
C 2.758 -5.826 -2.877 0.040 -0.031 0.018
C 2.540 -4.816 -1.957 0.157 0.154 0.131
C 3.422 -4.646 -0.895 0.024 -0.427 -0.456
C 3.257 -3.574 0.077 -0.595 0.287 0.347
C 2.110 -3.172 0.646 0.745 0.419 0.014
S 2.185 -1.809 1.779 -0.141 -0.157 0.148
C 0.590 -1.092 1.569 0.137 -0.136 -0.145
C 0.383 0.213 1.999 0.030 -0.192 -0.109
C -0.854 0.810 1.864 -0.170 -0.013 -0.050
C -1.908 0.105 1.287 0.282 -0.338 0.049
C -3.284 0.663 1.109 0.006 0.142 0.137
O -4.262 -0.057 1.017 -0.109 -0.222 -0.097
N -3.357 2.011 1.081 0.076 0.252 -0.025
C -4.569 2.723 0.761 -0.194 0.068 -0.164
C -4.317 3.589 -0.481 -0.160 -0.193 0.245
N -3.122 4.386 -0.271 -0.133 -0.010 -0.150
C -3.355 5.611 0.471 0.156 0.135 0.396
C -2.187 5.962 1.394 -0.150 0.215 -0.277
C -0.832 6.056 0.694 0.003 -0.210 0.262
C -0.309 4.691 0.241 0.056 0.138 -0.229
C -0.804 4.242 -1.136 -0.139 0.063 0.029
C -2.271 4.592 -1.426 0.432 -0.093 -0.146
C -1.703 -1.207 0.881 0.039 0.111 0.021
C -0.465 -1.821 1.017 0.042 0.650 0.208
N -0.319 -3.151 0.655 -0.373 -0.205 -0.094
C 0.821 -3.892 0.520 -0.260 -0.480 -0.038
O 0.750 -5.085 0.314 -0.020 0.019 0.012
C 4.535 -5.480 -0.782 0.095 -0.090 0.062
H 7.236 -6.327 -0.618 -0.030 -0.031 0.013
H 6.223 -7.422 0.367 0.016 0.019 -0.032
H 7.422 -8.091 -0.767 -0.024 0.076 0.057
H 4.018 -7.468 -3.454 0.027 -0.090 -0.092
H 2.073 -5.957 -3.701 -0.051 -0.017 -0.075
H 1.699 -4.149 -2.070 -0.075 0.040 -0.005
H 4.164 -3.050 0.358 0.031 0.138 -0.030
H 1.206 0.746 2.448 0.080 0.121 0.041
H -0.996 1.812 2.239 -0.028 0.116 0.035
H -2.528 2.575 0.959 0.052 -0.156 -0.001
H -4.856 3.349 1.613 -0.095 -0.031 -0.082
H -5.358 1.991 0.578 0.039 0.117 0.064
H -5.207 4.201 -0.696 0.044 -0.030 -0.032
H -4.150 2.922 -1.329 -0.017 0.038 0.027
H -4.248 5.486 1.086 -0.021 0.025 -0.048
H -3.540 6.457 -0.214 -0.053 -0.092 0.019
H -2.122 5.210 2.184 -0.011 -0.022 0.072
H -2.414 6.921 1.867 -0.025 0.007 0.083
H -0.120 6.484 1.403 -0.004 0.065 -0.067
H -0.893 6.736 -0.157 0.046 0.142 -0.053
H -0.594 3.950 0.990 0.058 -0.047 0.068
H 0.783 4.712 0.214 0.000 -0.079 0.058
H -0.193 4.705 -1.914 0.073 -0.045 -0.057
H -0.667 3.161 -1.213 0.021 -0.033 -0.084
H -2.609 3.970 -2.260 -0.051 0.087 0.052
H -2.332 5.637 -1.764 -0.058 -0.058 -0.005
H -2.538 -1.754 0.468 -0.112 -0.044 -0.046
H -1.176 -3.670 0.497 0.227 -0.036 0.039
H 5.212 -5.326 0.044 0.109 -0.011 0.058



64
Properties=species:S:1:pos:R:3:forces:R:3 method="wB97M-V/def2-TZVPD" e_above_lowest_kj_mol=1088.8
H 3.207 -0.035 -3.264 -0.601 0.051 0.212
N 2.348 0.293 -2.797 -0.370 -1.569 2.682
C 2.063 -0.492 -1.752 0.579 1.672 -3.175
N 2.935 -1.637 -1.461 -1.988 -0.030 0.168
N 0.847 -0.147 -1.014 2.964 -1.521 0.393
C 0.968 -0.383 0.457 -0.257 0.266 1.566
C -0.428 -0.692 1.192 0.377 -0.065 0.730
C -1.517 0.481 1.082 -0.733 0.135 0.075
C -2.835 0.059 0.216 0.937 0.500 -0.777
C -2.336 0.062 -1.322 -0.151 0.053 -1.616
C -2.264 1.480 -1.994 1.138 -3.385 -2.172
C -1.764 1.596 -3.474 -0.624 -2.688 3.026
O -1.761 2.898 -4.036 1.011 -2.409 0.606
C -0.449 3.278 -4.536 0.840 1.406 -0.826
C 0.610 3.683 -3.396 0.124 0.261 -0.623
C 0.005 4.597 -2.222 0.474 -0.303 1.313
C 0.242 3.879 -0.781 -0.215 -0.573 -0.604
C -1.341 0.287 -4.186 -0.784 -0.523 2.016
C -1.413 -1.102 -3.517 -0.767 1.864 2.164
C -1.929 -1.253 -2.032 0.313 3.174 -1.972
C -1.956 -2.704 -1.373 -0.764 -0.794 0.758
O -2.815 -3.123 -0.560 2.794 1.648 -2.454
C -0.772 -3.697 -1.853 -0.018 1.990 -2.844
C -0.320 -3.560 -3.199 -0.703 -0.259 2.740
C -0.952 -2.472 -4.214 0.093 0.023 -1.744
O -1.037 -2.696 -5.450 0.463 0.840 4.505
H 2.403 -2.525 -1.391 0.255 0.924 0.301
H 3.624 -1.806 -2.205 -0.595 0.659 0.381
H 0.675 0.852 -1.191 0.046 -0.787 -0.238
H 1.420 0.585 0.912 -0.677 -1.591 -0.374
H 1.677 -1.251 0.733 -1.031 1.434 -0.869
H -0.832 -1.728 0.870 0.498 1.792 0.271
H -0.184 -0.812 2.325 -0.282 0.206 -1.999
H -1.841 0.832 2.137 0.510 -0.725 -1.647
H -1.069 1.411 0.579 -0.535 -1.359 0.707
H -3.248 -0.954 0.538 0.717 1.351 -0.566
H -3.683 0.837 0.327 1.490 -1.168 -0.167
H -2.580 2.402 -1.379 0.573 -1.651 -1.240
H -0.610 4.228 -5.177 -0.104 -1.591 1.050
H -0.065 2.477 -5.255 -0.291 1.009 1.192
H 1.137 2.736 -3.020 -0.802 1.397 -0.303
H 1.410 4.331 -3.928 -1.191 -1.272 0.684
H 0.551 5.606 -2.160 -0.914 -1.448 -0.349
H -1.114 4.802 -2.305 1.515 -0.369 -0.239
H 1.336 3.947 -0.432 -1.687 0.004 -0.523
H -0.003 2.760 -0.926 0.345 1.682 0.328
H -0.471 4.268 0.024 1.137 -0.376 -1.073
H -0.954 0.342 -5.257 -0.645 -0.152 1.704
H -0.339 -4.422 -1.093 -0.799 0.921 -1.237
H 0.531 -4.266 -3.527 -1.660 1.331 0.051
O 0.371 0.263 4.481 0.366 -0.004 0.216
C 0.672 -0.635 5.248 -0.698 -0.201 -0.276
C -0.193 -1.797 5.476 0.089 0.378 -0.207
C 0.165 -2.753 6.337 -1.152 -0.828 -0.190
O -0.627 -3.838 6.556 1.137 0.790 0.202
C 1.445 -2.674 7.096 0.736 0.117 0.375
O 1.731 -3.556 7.888 -0.368 0.039 -0.280
C 2.322 -1.525 6.850 -0.082 -0.317 0.164
C 1.966 -0.571 5.987 1.131 0.769 0.160
O 2.770 0.501 5.746 -1.134 -0.737 -0.185
H -1.120 -1.841 4.920 0.016 -0.004 0.027
H -0.150 -4.377 7.218 -0.114 0.036 -0.083
H 3.256 -1.489 7.394 -0.040 0.007 -0.016
H 2.290 1.043 5.090 0.110 -0.028 0.100



59
Properties=species:S:1:pos:R:3:forces:R:3 method="wB97M-V/def2-TZVPD"
H -0.162 4.471 -1.646 0.129 0.309 0.213
N 0.052 5.415 -1.280 -3.218 1.368 0.582
C -1.080 6.018 -0.977 1.553 -1.163 -0.536
C -2.545 5.325 -1.141 0.946 0.333 0.008
C -2.525 3.914 -0.398 -0.261 -2.143 1.251
C -3.153 2.655 -1.078 1.332 -0.426 3.046
C -3.112 1.268 -0.392 1.995 3.437 2.366
C -2.409 1.184 0.999 -0.826 2.382 -2.132
C -1.811 2.463 1.699 -1.054 -0.606 -2.705
C -1.855 3.854 1.026 -1.690 -4.189 -2.012
S -1.028 2.124 3.363 0.104 -0.928 -1.665
C -0.176 0.492 3.031 0.346 -2.273 -1.134
C 1.218 0.165 3.608 -1.659 -2.116 -2.169
C 1.902 -1.185 3.272 -3.556 1.289 -1.136
C 1.165 -2.185 2.346 -1.007 2.226 1.166
C 1.909 -3.575 1.958 0.049 1.387 -0.427
C 3.165 -3.905 2.902 0.329 -0.589 -0.922
C 4.484 -3.134 2.342 -0.471 0.659 0.597
O 5.407 -2.779 3.423 -0.907 -0.185 -0.451
C -0.276 -1.850 1.797 0.804 1.585 1.063
C -0.982 -2.932 0.844 0.662 0.125 -0.118
C -0.414 -2.892 -0.672 -0.901 -0.212 -0.003
C -0.658 -1.465 -1.374 0.762 -0.195 0.179
C -0.711 -1.585 -2.990 -0.145 -0.100 1.165
N -0.056 -0.375 -3.574 -0.635 1.448 -0.558
C -0.899 0.804 -3.544 4.369 1.784 -2.577
C -0.077 1.922 -4.227 0.392 -4.216 1.166
C 1.296 1.293 -4.611 -3.271 -2.046 2.024
C 1.251 -0.182 -4.154 -1.787 4.114 -0.644
C -1.006 -0.494 2.122 4.329 -1.398 1.566
N -2.348 -0.143 1.636 2.364 1.469 0.035
H -0.977 7.082 -0.546 -0.452 -1.671 -0.722
H -3.315 6.069 -0.740 0.899 -1.266 -0.316
H -2.763 5.219 -2.271 0.391 -0.034 1.825
H -3.670 2.721 -2.105 1.013 0.139 1.814
H -3.550 0.308 -0.826 0.619 1.675 0.497
H -1.407 4.764 1.537 -0.656 -1.433 -0.859
H 1.748 0.929 4.287 -1.042 -1.328 -1.314
H 2.936 -1.363 3.741 -1.955 0.125 -0.989
H 2.347 -3.377 0.902 -0.680 -0.453 1.551
H 1.173 -4.442 1.824 1.038 1.298 0.523
H 3.003 -3.669 4.009 0.093 -0.184 -1.618
H 3.352 -5.039 2.823 -0.223 1.710 0.254
H 5.095 -3.778 1.618 -1.023 0.945 1.067
H 4.162 -2.144 1.833 0.407 -1.714 0.513
H 4.950 -2.196 4.064 0.285 -0.537 -0.681
H -2.115 -2.800 0.765 1.528 -0.019 0.349
H -0.811 -3.987 1.274 -0.290 1.639 -0.605
H 0.678 -3.225 -0.696 -1.424 0.697 -0.018
H -1.007 -3.690 -1.270 0.903 1.182 0.961
H 0.225 -0.762 -1.140 -1.414 -1.038 -0.219
H -1.601 -0.965 -0.939 1.411 -0.806 -0.835
H -1.812 -1.573 -3.338 1.877 -0.250 0.411
H -0.214 -2.571 -3.276 -0.540 1.536 0.042
H -1.947 0.803 -3.106 1.819 -0.140 -0.708
H -0.442 2.983 -4.408 0.694 -1.717 0.293
H 2.120 1.882 -5.125 -1.161 -1.252 0.861
H 2.053 -0.982 -4.265 -1.610 1.172 0.334
H -2.773 -0.882 1.063 0.417 0.601 0.352



61
Properties=species:S:1:pos:R:3:forces:R:3 method="wB97M-V/def2-TZVPD" smiles="Cc1ccc(C)c(Cn2c(CN(C)Cc3ccccc3)nc3c2c(=O)n(C)c(=O)n3C)c1" e_above_lowest_kj_mol=2.7
C 5.679 0.928 0.595 -0.004 0.027 0.032
C 4.347 1.298 0.016 0.007 -0.015 -0.066
C 4.170 1.478 -1.348 0.041 -0.031 0.137
C 2.935 1.846 -1.851 -0.110 0.001 0.042
C 1.835 2.027 -1.022 0.117 -0.022 -0.074
C 0.523 2.449 -1.605 -0.033 0.035 0.000
C 1.997 1.816 0.350 0.162 0.014 0.054
C 0.841 1.957 1.310 0.437 0.353 0.087
N -0.176 0.940 1.137 -0.295 -0.289 -0.040
C -0.085 -0.397 1.339 -0.115 0.303 0.003
C 1.183 -1.061 1.789 0.285 -0.050 0.123
N 1.333 -2.471 1.531 -0.048 0.083 -0.049
C 0.358 -3.307 2.201 -0.096 -0.092 0.008
C 1.569 -2.806 0.134 0.090 0.008 0.060
C 0.424 -2.526 -0.807 0.097 -0.111 -0.189
C -0.623 -3.430 -0.937 0.083 0.004 -0.071
C -1.703 -3.147 -1.754 -0.033 -0.110 -0.024
C -1.746 -1.958 -2.462 -0.098 0.026 -0.034
C -0.695 -1.064 -2.360 -0.039 0.152 -0.056
C 0.381 -1.345 -1.537 0.082 -0.127 -0.024
N -1.237 -1.016 1.145 -0.431 -0.206 0.079
C -2.107 -0.051 0.787 0.979 0.998 0.131
C -1.486 1.187 0.778 -0.609 -0.578 -0.036
C -2.194 2.392 0.485 0.275 -0.214 0.112
O -1.748 3.529 0.497 0.080 0.145 0.024
N -3.527 2.129 0.164 -0.112 0.224 -0.060
C -4.371 3.263 -0.176 -0.152 0.261 -0.073
C -4.170 0.898 0.140 0.075 -0.258 0.030
O -5.341 0.810 -0.163 -0.321 0.067 -0.070
N -3.420 -0.206 0.477 -0.080 0.013 -0.067
C -4.027 -1.518 0.511 -0.178 -0.261 -0.006
C 3.248 1.474 0.847 -0.040 0.150 -0.181
H 5.590 0.044 1.225 0.072 -0.058 0.039
H 6.401 0.725 -0.192 0.088 -0.030 -0.006
H 6.060 1.741 1.212 0.098 0.006 0.044
H 5.003 1.340 -2.021 0.104 -0.019 -0.058
H 2.822 1.999 -2.914 -0.036 0.032 -0.108
H 0.641 2.710 -2.654 -0.019 0.014 -0.065
H -0.210 1.647 -1.531 -0.109 -0.016 -0.018
H 0.119 3.310 -1.076 -0.099 0.032 -0.018
H 1.213 1.907 2.339 -0.050 0.080 -0.113
H 0.341 2.919 1.165 0.045 -0.150 0.124
H 1.267 -0.917 2.876 0.056 0.094 -0.075
H 2.026 -0.549 1.317 -0.090 -0.023 0.140
H 0.640 -4.350 2.058 0.008 -0.092 0.049
H -0.664 -3.149 1.845 0.056 -0.142 0.088
H 0.395 -3.085 3.268 -0.053 -0.038 0.089
H 2.451 -2.241 -0.186 -0.025 -0.078 -0.052
H 1.818 -3.872 0.105 0.039 0.056 -0.049
H -0.590 -4.366 -0.398 0.013 -0.110 0.079
H -2.510 -3.860 -1.846 -0.059 -0.052 -0.007
H -2.590 -1.734 -3.098 -0.063 0.010 -0.068
H -0.713 -0.147 -2.933 0.005 0.081 -0.040
H 1.202 -0.643 -1.464 0.116 0.087 0.015
H -4.763 3.141 -1.186 -0.017 0.026 0.058
H -3.758 4.159 -0.111 -0.095 -0.100 -0.015
H -5.209 3.322 0.517 0.017 0.012 -0.062
H -5.001 -1.448 0.032 0.110 -0.040 0.051
H -3.381 -2.218 -0.017 -0.076 0.013 0.058
H -4.146 -1.849 1.544 -0.028 -0.040 -0.023
H 3.378 1.348 1.914 -0.025 -0.054 0.144



no.,gap between HOMO and LUMO (hartree),electronic energy (eV)
1,0.29818,-47844.2528
2,0.25008,-45189.8845
3,0.29279,-43736.1856
4,0.32428,-37943.4210